# 1
Density functional theory data (wB97M-V/def2-TZVPD) for C26H40N7O3P2ReS as an isolated structure.

## Properties
HOMO energy (spin up / spin down)	-8.7 / -10.3	eV
gap between HOMO and LUMO (spin up / spin down)	6.04 / 6.06	eV
lowest unoccupied orbital energy (spin up / spin down)	-2.6385 / -4.2504	eV
multiplicity	4
total charge	+1

Geometry (Å):
1 Re -0.09356 0.63880 -1.00017
2 C -4.42106 -3.13007 -0.60179
3 C -4.17904 -1.80288 -0.29386
4 C -2.95334 -1.21853 -0.60178
5 C -1.93536 -1.95076 -1.21833
6 C -2.19380 -3.28718 -1.54519
7 C -3.41947 -3.85973 -1.23355
8 N -0.69215 -1.32928 -1.52107
9 N 0.10882 -2.03290 -2.36019
10 C 1.14054 -1.27881 -2.84559
11 C 2.02055 -1.85600 -3.78404
12 C 3.12113 -1.15273 -4.23705
13 C 3.38398 0.13451 -3.75814
14 C 2.49440 0.72348 -2.85745
15 C 1.34483 0.05098 -2.41733
16 H -5.37739 -3.58600 -0.36814
17 H -4.95351 -1.20617 0.17574
18 H -2.80284 -0.16855 -0.40318
19 H -1.42391 -3.85884 -2.03875
20 H -3.59805 -4.89597 -1.49643
21 H 1.79961 -2.85872 -4.14313
22 H 3.78769 -1.60040 -4.96887
23 H 4.26406 0.67839 -4.09248
24 H 2.72372 1.72363 -2.50295
25 C -1.44841 1.21696 -2.22430
26 H -2.22346 0.54302 -2.57413
27 H -1.50191 2.20122 -2.69425
28 C 2.57597 3.25511 0.81762
29 O 2.14515 3.29340 -0.56709
30 P 0.69153 2.97672 -1.06482
31 O 0.63562 3.69013 -2.46424
32 C 0.84683 3.12591 -3.78819
33 O -0.19689 3.94385 -0.16088
34 C -1.53954 4.32546 -0.55712
35 H 3.55889 3.70415 0.84037
36 H 2.63668 2.22500 1.16401
37 H 1.89941 3.83591 1.44117
38 H 0.22298 3.69227 -4.46937
39 H 0.57972 2.07571 -3.81848
40 H 1.89076 3.24760 -4.05981
41 H -1.91360 4.98939 0.21107
42 H -2.18297 3.45659 -0.64483
43 H -1.50883 4.85384 -1.50651
44 C 1.92056 -3.12732 2.28515
45 N 2.61650 -2.85580 1.03815
46 C 3.59865 -3.81431 0.51158
47 C 4.04502 -3.15091 -0.79382
48 N 3.49261 -1.80101 -0.64050
49 C 2.62682 -1.71307 0.34821
50 S 1.69757 -0.31898 0.79022
51 H 1.31484 -4.02837 2.18694
52 H 1.27851 -2.28942 2.52786
53 H 2.63888 -3.27015 3.09400
54 H 3.13077 -4.78196 0.34816
55 H 4.41414 -3.94118 1.22287
56 H 3.61978 -3.63442 -1.66657
57 H 5.12342 -3.12307 -0.89903
58 H 3.57248 -1.08085 -1.34723
59 C -0.94796 0.21184 4.36752
60 N -0.76949 1.60639 3.93770
61 C -2.08056 2.26793 3.92404
62 N -3.06408 1.58508 3.07726
63 C -3.19392 0.19370 3.53625
64 N -1.91470 -0.53017 3.54624
65 C -1.42165 -0.77722 2.19481
66 P -1.08853 0.83561 1.31290
67 C -0.09974 1.69991 2.64231
68 C -2.71722 1.67594 1.66099
69 H -1.30753 0.21827 5.39490
70 H 0.01677 -0.29711 4.33785
71 H -1.96043 3.29683 3.58268
72 H -2.46544 2.28422 4.94126
73 H -3.90084 -0.33548 2.89952
74 H -3.58625 0.21125 4.55241
75 H -2.14961 -1.34504 1.62774
76 H -0.49898 -1.34664 2.21293
77 H -0.00591 2.74530 2.35543
78 H 0.89420 1.26971 2.69834
79 H -3.49542 1.21219 1.05658
80 H -2.64704 2.71982 1.36787



# 2
Density functional theory data (wB97M-V/def2-TZVPD) for C26H41Br2CoN3OSSi as an isolated structure.

## Properties
HOMO energy (spin up / spin down)	-9.6 / -10.5	eV
gap between HOMO and LUMO (spin up / spin down)	5.99 / 4.91	eV
lowest unoccupied orbital energy (spin up / spin down)	-3.5703 / -5.5799	eV
multiplicity	5
total charge	+1

Geometry (Å):
1 Co -0.34964 0.75296 -0.19809
2 C 0.13083 3.29225 2.25440
3 C -1.10281 2.46229 2.41868
4 C -1.86018 2.49966 3.60369
5 C -2.94811 1.68745 3.74994
6 C -3.34196 0.86527 2.67828
7 C -4.49991 0.01045 2.67095
8 Br -5.51046 -0.18608 4.21975
9 C -4.91185 -0.67587 1.53780
10 C -4.18959 -0.58193 0.36890
11 Br -4.78497 -1.43251 -1.16596
12 C -2.95527 0.16323 0.31718
13 O -2.24398 0.20518 -0.69035
14 C -2.56206 0.91339 1.52963
15 N -1.44385 1.65628 1.42278
16 H 0.37800 3.81517 3.17643
17 H -0.01414 4.02343 1.45510
18 H 0.97722 2.66594 1.96344
19 H -1.55422 3.16013 4.40640
20 H -3.51083 1.67401 4.67481
21 H -5.80569 -1.28313 1.56502
22 C 3.51065 -2.46042 -0.84151
23 C 2.33218 -1.56908 -1.27610
24 C 1.65301 -2.22577 -2.48571
25 C 2.93404 -0.25847 -1.79976
26 Si 1.03690 -1.25630 0.14733
27 C 1.95927 -0.89358 1.83149
28 C 1.01340 -0.25401 2.85636
29 C 2.58334 -2.12740 2.51825
30 C 3.06433 0.13488 1.56140
31 C -0.13417 -2.79759 0.33120
32 C -0.94658 -2.66333 1.62844
33 C -1.13662 -2.86371 -0.83151
34 C 0.60038 -4.15199 0.39601
35 H 4.12430 -2.70107 -1.72306
36 H 3.19547 -3.40482 -0.39861
37 H 4.16473 -1.95120 -0.13120
38 H 2.35523 -2.22405 -3.33292
39 H 0.75242 -1.68198 -2.79967
40 H 1.37778 -3.26476 -2.30432
41 H 3.72626 -0.49423 -2.52803
42 H 3.37274 0.37041 -1.02292
43 H 2.17280 0.33732 -2.30610
44 H 0.17932 -0.90077 3.13635
45 H 0.60420 0.69016 2.48647
46 H 1.57749 -0.02628 3.77493
47 H 1.81471 -2.81488 2.88129
48 H 3.16291 -1.80668 3.39879
49 H 3.25872 -2.68661 1.87390
50 H 2.69021 1.00816 1.00992
51 H 3.89333 -0.28567 0.99032
52 H 3.47623 0.49640 2.51493
53 H -1.44286 -1.68580 1.72096
54 H -0.32580 -2.80601 2.51492
55 H -1.72994 -3.43612 1.65328
56 H -1.65000 -1.91545 -1.00266
57 H -1.90285 -3.62262 -0.60711
58 H -0.66545 -3.15457 -1.76791
59 H 1.35295 -4.18849 1.18551
60 H 1.08680 -4.40237 -0.54681
61 H -0.12697 -4.95233 0.60215
62 C -1.78784 4.05986 -2.36064
63 N -0.81550 3.42823 -3.23850
64 C -0.83756 3.62617 -4.69600
65 C 0.32668 2.74452 -5.17693
66 N 0.98840 2.41517 -3.90943
67 C 0.28418 2.78778 -2.84401
68 S 0.79248 2.53008 -1.22935
69 H -2.74833 4.08938 -2.87068
70 H -1.49126 5.07853 -2.10282
71 H -1.88444 3.48041 -1.44930
72 H -0.68258 4.67821 -4.93147
73 H -1.79416 3.31800 -5.10888
74 H 0.99726 3.27608 -5.84321
75 H -0.02175 1.84492 -5.67739
76 H 1.81307 1.84619 -3.82845



# 3
Density functional theory data (wB97M-V/def2-TZVPD) for C26H41BrCl18FN2O4 as an isolated structure.

## Properties
HOMO energy	-11.3	eV
gap between HOMO and LUMO	7.55	eV
lowest unoccupied orbital energy	-3.7563	eV
total charge	+1

Geometry (Å):
1 O 5.38143 -0.54847 -0.98403
2 C 6.12755 -0.24829 -1.84497
3 F 6.54243 1.06344 -1.85207
4 N 6.61279 -1.07174 -2.90239
5 C 6.08071 -0.54073 -4.13948
6 O 6.70180 -0.54126 -5.16451
7 C 4.64179 0.02192 -4.05960
8 C 3.62158 -0.88216 -3.92446
9 C 2.30870 -0.37604 -3.81609
10 C 1.18561 -1.41038 -3.65719
11 O 0.77319 -2.01244 -4.60360
12 O 0.71980 -1.63004 -2.37282
13 Br -0.34582 -0.18553 -1.88123
14 C 2.12127 1.02630 -3.83799
15 C 3.21758 1.85256 -3.97846
16 N 4.43325 1.33191 -4.08992
17 H 7.63161 -1.03975 -2.94787
18 H 3.85605 -1.94265 -3.88710
19 H 1.12522 1.43386 -3.71594
20 H 3.10228 2.93840 -3.96559
21 H 5.24427 1.93831 -4.17623
22 Cl -1.63152 2.17245 -1.00470
23 C -2.23564 2.47368 0.65369
24 C -1.22928 3.21292 1.49661
25 Cl 0.19653 2.21296 1.86835
26 H -2.50084 1.51653 1.09071
27 H -3.14402 3.06643 0.55586
28 H -1.68250 3.48971 2.44742
29 H -0.88512 4.12068 1.00532
30 Cl -0.80892 -3.49241 2.46412
31 C -0.23491 -4.57777 1.17005
32 C -1.26183 -5.61718 0.79774
33 Cl -1.51044 -6.81169 2.09668
34 H 0.68636 -5.03379 1.50395
35 H -0.01729 -3.95199 0.30678
36 H -0.92438 -6.16910 -0.07904
37 H -2.22372 -5.16436 0.56701
38 Cl 1.68499 0.94001 -6.27179
39 C 0.48640 1.11999 -7.58704
40 C -0.32378 2.38221 -7.44645
41 Cl -1.42001 2.31752 -6.04045
42 H -0.14510 0.23410 -7.58545
43 H 1.04787 1.13723 -8.51830
44 H -0.94557 2.52015 -8.32957
45 H 0.31319 3.25749 -7.33717
46 Cl 2.84025 -0.01889 -9.43298
47 C 4.17653 -1.18511 -9.41812
48 C 3.83517 -2.38095 -8.56461
49 Cl 3.75419 -1.95558 -6.81709
50 H 5.07104 -0.68078 -9.05899
51 H 4.35104 -1.48980 -10.44902
52 H 4.60725 -3.14184 -8.66855
53 H 2.88279 -2.82128 -8.84960
54 Cl -5.28834 0.15342 4.96417
55 C -4.85506 -1.56578 4.78385
56 C -3.42857 -1.83680 5.19071
57 Cl -2.25889 -1.11065 4.05857
58 H -5.03850 -1.85272 3.75079
59 H -5.53236 -2.13280 5.42125
60 H -3.24281 -2.91048 5.19169
61 H -3.21522 -1.45297 6.18580
62 Cl 3.65701 3.09870 -0.94918
63 C 2.82108 4.66824 -0.79722
64 C 1.45451 4.64659 -1.43481
65 Cl 1.54401 4.52479 -3.21486
66 H 3.45712 5.43281 -1.23780
67 H 2.72612 4.87466 0.26830
68 H 0.92601 5.57249 -1.20887
69 H 0.85781 3.81627 -1.07253
70 Cl -3.65833 3.98430 8.38022
71 C -5.23962 3.18272 8.58610
72 C -5.10518 1.81217 9.20659
73 Cl -4.32088 0.65077 8.10180
74 H -5.72283 3.13519 7.61261
75 H -5.83777 3.82630 9.23104
76 H -6.08935 1.41209 9.43647
77 H -4.52798 1.84413 10.12821
78 Cl -7.81075 3.03107 10.70231
79 C -9.39142 2.23147 10.90953
80 C -9.25409 0.86451 11.52964
81 Cl -8.46900 -0.29402 10.42522
82 H -9.87503 2.18434 9.93660
83 H -9.98909 2.87282 11.55575
84 H -10.24051 0.46461 11.76044
85 H -8.67538 0.89911 12.44984
86 Cl 4.93742 -2.80440 -1.57808
87 C 5.12143 -4.22562 -0.50494
88 C 3.96523 -5.19028 -0.61309
89 Cl 2.46241 -4.51328 0.06269
90 H 5.24263 -3.86070 0.51292
91 H 6.04319 -4.72423 -0.80204
92 H 4.18366 -6.09534 -0.04729
93 H 3.77552 -5.47219 -1.64620



> What is the total charge in the second record?

+1